Below is a molecular structure, C30H34BN6O4S5Y in a non-equilibrium geometry, with properties calculated with wB97M-V/def2-TZVPD.

Structure (XYZ):
```
81
Properties=species:S:1:pos:R:3
Y -0.18829 0.23938 0.28247
C 4.40978 -3.07041 1.11981
C 3.33749 -2.60836 2.09383
S 1.75888 -2.10440 1.35462
C 1.17031 -3.59997 0.49317
C 1.57506 -3.75622 -0.98641
S 1.75723 -2.16735 -1.86017
C 3.44400 -2.24609 -2.56221
C 4.58757 -2.73770 -1.68963
S 4.83324 -1.81395 -0.13744
H 4.10255 -3.97732 0.60089
H 5.32277 -3.28955 1.67474
H 3.65950 -1.70523 2.61384
H 3.13880 -3.38888 2.82982
H 0.08497 -3.51979 0.56248
H 1.48817 -4.47027 1.06934
H 0.79759 -4.31503 -1.50625
H 2.51622 -4.29102 -1.09096
H 3.62522 -1.20936 -2.85159
H 3.40376 -2.85610 -3.46659
H 5.51074 -2.63160 -2.26141
H 4.48491 -3.79057 -1.43547
C -1.69778 -1.45579 -4.25490
N -2.65965 -0.75924 -3.43080
C -3.70003 0.03569 -3.86473
C -4.32283 0.49153 -2.75703
N -3.67577 -0.01113 -1.65261
B -4.09915 0.27261 -0.18536
N -3.69884 1.73160 0.22472
C -4.38740 2.41025 1.20694
C -3.74386 3.56883 1.46241
N -2.65653 3.60935 0.62030
C -1.63862 4.63579 0.59547
C -2.63240 2.47156 -0.10958
S -1.41381 2.14982 -1.28183
C -2.65997 -0.77670 -2.07741
S -1.52556 -1.69324 -1.17451
H -1.84501 -1.16454 -5.29243
H -1.82138 -2.53397 -4.15689
H -0.68692 -1.20258 -3.93724
H -3.89615 0.20952 -4.90784
H -5.17351 1.14314 -2.66363
H -5.30082 0.20320 -0.13104
H -3.53357 -0.50744 0.53520
H -5.27814 1.99766 1.64612
H -3.94443 4.35414 2.16842
H -1.85837 5.35818 1.37638
H -1.61058 5.12391 -0.37793
H -0.65970 4.20223 0.79260
O -0.79252 2.84288 3.36212
C -0.39482 2.10124 2.49330
O -1.12771 1.33289 1.74370
C 1.13434 2.01098 2.11990
O 1.92091 2.83254 2.52786
O 1.39212 1.00979 1.32891
N -1.03347 -1.31696 1.90252
C -1.80400 -1.92650 2.49016
C -2.75411 -2.70772 3.20616
C -4.06049 -2.79551 2.72260
C -4.97517 -3.58563 3.39531
C -4.59560 -4.27960 4.53616
C -3.29777 -4.17838 5.02134
C -2.37160 -3.39277 4.35987
H -4.33675 -2.24150 1.83426
H -5.99036 -3.65869 3.02887
H -5.31260 -4.90542 5.05116
H -3.00824 -4.70922 5.91807
H -1.35792 -3.29644 4.72557
N 1.35951 0.86250 -1.43780
C 1.98323 1.62815 -2.01912
C 2.76008 2.58743 -2.72707
C 3.91270 3.11123 -2.13939
C 4.66980 4.03401 -2.83808
C 4.28486 4.43442 -4.11056
C 3.12974 3.92114 -4.68632
C 2.36157 2.99906 -4.00028
H 4.19400 2.79590 -1.14305
H 5.56218 4.44560 -2.38624
H 4.88529 5.15129 -4.65476
H 2.82592 4.24519 -5.67267
H 1.45326 2.59997 -4.43180
```

Its total charge is 0. Its energy relative to the best compared isomer or geometry (same formula, charge and spin) is 21.3 kcal per mole. The molar mass comes out at 802.69 g/mol.